1.
DFT (ωB97M-V with the def2-TZVPD basis set) results for a structure of composition C22H30IN2O10PPdS.

Each line ends with the natural charge from an NBO analysis.
Cartesian coordinates (Å):
1 C 0.5070 -1.3351 -3.0311  -0.6494
2 H 2.5058 -3.0813 -2.2198  0.2226
3 C -3.7962 4.5166 -0.6991  -0.2271
4 O -3.9714 -0.4287 0.9172  -1.0704
5 H 1.8332 5.3971 3.4471  0.4600
6 H -2.3453 -3.2764 2.9644  0.2934
7 H -1.8853 7.2232 -1.4066  0.1956
8 H -1.2524 -5.2814 -0.0798  0.2039
9 H -4.8360 4.2043 -0.6782  0.2065
10 N -0.4734 3.0839 -0.0120  -0.4667
11 I -3.3711 1.5719 0.2413  0.6326
12 H 1.2284 -3.5373 2.0764  0.2444
13 O 1.1364 1.0182 -0.8374  -0.6912
14 C 0.6322 3.5235 0.4800  0.1842
15 H 1.0453 -4.5853 0.6672  0.2107
16 H -0.5529 -3.3992 -4.4782  0.1854
17 O 0.1247 -3.0157 -1.2435  -0.8584
18 C -0.8300 -4.0217 1.6195  0.2824
19 C -2.8124 3.5845 -0.3870  -0.2997
20 O 1.1012 -1.5575 0.6058  -1.1683
21 C 2.9876 3.3866 1.2246  -0.0345
22 C -2.1521 6.2206 -1.0947  -0.2464
23 C -1.6169 -5.1376 0.9400  -0.6241
24 H 3.5304 -0.1069 -1.9495  0.2055
25 H 0.6564 4.5666 0.7843  0.1748
26 C 1.7451 -3.5001 -2.8803  -0.6174
27 H 1.6569 -4.5682 -2.6706  0.1997
28 C 3.3809 1.0309 -0.1407  0.2098
29 C -1.3628 -3.7505 3.0204  -0.6428
30 H 0.7813 -5.2486 2.2959  0.1881
31 H -0.7024 -3.0533 3.5393  0.2156
32 N 4.3877 1.5919 0.4756  -0.4280
33 Pd -0.7989 1.0905 -0.1430  0.8915
34 C 3.5851 -0.2591 -0.8670  -0.6708
35 O -2.3759 -0.4214 2.7497  -1.0716
36 C 1.8677 2.7957 0.5819  -0.2337
37 H -2.6716 -4.8625 0.9022  0.2312
38 S -3.7937 -0.6593 2.4560  2.5709
39 H 2.4385 5.4583 1.3104  0.1537
40 H -4.2690 6.5259 -1.2964  0.1955
41 C 0.6557 -4.3652 1.6634  -0.6483
42 C 2.0443 1.5947 -0.1363  0.3993
43 C 2.8911 4.6929 1.9533  -0.0804
44 H -0.1163 5.6034 -0.8708  0.1992
45 P -0.1702 -1.9536 -0.0411  2.5981
46 H 1.1908 -0.7857 -2.3850  0.2469
47 O -4.2150 -2.0417 2.6949  -1.0606
48 H 0.8685 -1.2819 -4.0623  0.1838
49 O 2.1083 4.5300 3.1358  -0.7135
50 H -1.4198 -4.6850 3.5889  0.1697
51 O -1.1126 -2.8319 0.8613  -0.8194
52 H 5.0654 3.1722 1.6392  0.1708
53 C -3.4816 5.8245 -1.0444  -0.2281
54 O -1.0669 -0.8694 -0.6375  -1.1076
55 H 4.5638 -0.6611 -0.6089  0.2087
56 C -0.7148 -3.4835 -3.3995  -0.6193
57 C -1.4917 4.0184 -0.3740  0.1633
58 C 0.4102 -2.8025 -2.6261  0.2769
59 H -0.4625 -0.8461 -2.9628  0.2388
60 C -1.1551 5.3129 -0.7700  -0.2601
61 O -4.6619 0.3198 3.1271  -1.0794
62 H 3.9025 5.0331 2.2010  0.1619
63 H 2.7930 -0.9561 -0.5819  0.2911
64 C 4.1934 2.7521 1.1484  -0.0478
65 H -0.7698 -4.5402 -3.1306  0.2011
66 H -1.5103 -6.0734 1.4956  0.1825
67 H -1.6645 -3.0121 -3.1446  0.2286
68 H 2.0644 -3.3677 -3.9175  0.1864

Results
ΔE to the lowest compared entry with this formula, charge and spin (kJ/mol): 150.4
E (Ha): -2883.5596
Total charge: -2
HOMO energy (eV): -1.9
Multiplicity: 1



2.
DFT (ωB97M-V with the def2-TZVPD basis set) results for a cluster of 6 separate species, C22H35INO20S5 in total.

Each line ends with the Löwdin charge.
Cartesian coordinates (Å):
1 H 0.1426 2.1890 1.6345  0.0886
2 H -5.2743 -3.2301 -2.4182  0.1350
3 O 1.0766 5.4767 -4.8270  -0.1935
4 C 1.0807 -1.7991 2.4429  -0.1195
5 O 2.4627 -4.4074 2.4011  -0.2201
6 H 1.9665 1.4340 -1.0624  0.0868
7 C 0.1322 2.4153 -0.5911  -0.6297
8 O -7.9366 -5.0920 -0.5580  -0.1923
9 O -1.1971 -3.0676 -1.6934  -0.2038
10 C 2.1187 -7.0291 0.4369  -0.1712
11 H 1.6160 4.4127 3.0308  0.0777
12 C -4.6462 -3.4502 -1.5592  -0.1772
13 H 1.6566 -5.9465 -1.3862  0.1362
14 H 4.5096 6.2857 2.1680  0.1321
15 H -8.0545 -5.4000 1.4742  0.1365
16 O -7.4355 -2.6905 -0.3653  -0.2085
17 H -0.3425 5.1868 -6.3044  0.1297
18 O 1.2523 -4.8734 0.3179  -0.1852
19 I -2.0300 1.8673 -0.8158  0.5455
20 C -9.9668 -4.9201 0.5712  -0.1620
21 H 3.1619 3.8442 2.4332  0.0534
22 N 2.1668 4.4089 0.2304  0.1375
23 H 6.1547 8.0529 1.7741  0.1330
24 H -3.9577 -1.3909 -1.4910  0.1281
25 S -2.2363 -3.6908 -0.9626  0.5834
26 H -8.7259 -6.7083 0.4723  0.1351
27 S 6.3320 5.9365 4.4261  0.5893
28 O -8.9100 -3.5286 -2.1712  -0.2091
29 O 6.5766 7.3316 3.6741  -0.1955
30 C 2.1737 -0.0995 1.0744  -0.2127
31 O 5.8773 5.0941 3.1515  -0.1916
32 H -0.9836 -2.1467 1.9479  0.0926
33 H -0.6249 3.3127 -4.7568  0.1376
34 H 0.2161 -6.4728 -0.4822  0.1252
35 C -0.1167 -0.6567 0.6880  -0.0805
36 H -10.6459 -5.3466 -0.1702  0.1336
37 C 1.5456 3.6926 1.0745  -0.4570
38 O -3.4173 -4.0518 -1.9891  -0.1906
39 H 3.8174 0.4185 -0.2205  0.0801
40 C 2.2018 -1.0582 2.0923  -0.0670
41 H 1.8863 2.6595 2.9615  0.0684
42 H 3.1221 -1.2501 2.6287  0.1020
43 C -4.2263 -2.2030 -0.8122  -0.1478
44 H 1.6454 4.3959 -0.6560  0.0017
45 H 5.6838 5.4795 1.1140  0.1389
46 C 0.9596 1.1277 -0.7858  -0.2851
47 H 3.2932 1.7220 0.8445  0.0568
48 H -1.0383 -0.5540 0.1379  0.0086
49 O 3.4946 -3.8634 0.2099  -0.2062
50 H 0.5472 0.6267 -1.6635  0.0802
51 C 5.5529 5.9841 2.0665  -0.1561
52 H 1.5844 -7.4116 1.3097  0.1306
53 O -3.0390 -2.6110 -0.1037  -0.1938
54 C 1.2372 -6.1126 -0.3911  -0.1682
55 O -9.6513 -3.5784 0.1778  -0.1827
56 H -10.4460 -4.9185 1.5459  0.1355
57 C -0.0858 -1.5864 1.7230  -0.0878
58 H 1.3168 4.6800 -6.7085  0.1276
59 H -0.5616 3.6522 0.9959  0.0748
60 S 2.6676 -4.6717 1.0270  0.5969
61 C 2.1026 3.6061 2.4784  -0.0593
62 C 6.5061 7.1436 2.2538  -0.1664
63 O 7.5772 5.4294 4.8802  -0.2282
64 H -4.9838 -1.8581 -0.1173  0.1237
65 S 1.8465 4.5089 -3.7914  0.6057
66 H 2.5173 -7.8603 -0.1395  0.1289
67 O 3.2474 4.6493 -3.9755  -0.2255
68 O 1.2240 4.6360 -2.5316  -0.2218
69 H -5.1611 -4.1537 -0.9016  0.1168
70 C 3.4522 0.6476 0.7791  -0.0437
71 C 0.2513 2.9398 0.8338  -0.3405
72 O -1.9845 -4.8230 -0.1396  -0.2355
73 H 7.5070 6.9027 1.8893  0.1305
74 H 0.2746 2.5624 -6.0981  0.1318
75 O 3.1891 -6.1929 0.8918  -0.1963
76 H 1.0958 -2.5404 3.2214  0.0826
77 C 0.9875 0.1136 0.3414  -0.1925
78 O 1.3974 3.1235 -4.4535  -0.1821
79 O 5.2366 6.1003 5.3112  -0.2205
80 C -8.6293 -5.6311 0.5754  -0.1581
81 C 0.5594 4.7162 -5.9211  -0.1770
82 C 0.2988 3.3403 -5.3397  -0.1652
83 H 4.2278 0.3609 1.4833  0.0692
84 S -8.4194 -3.5909 -0.8437  0.5989

Results
E (Ha): -4707.3547
Total charge: -1
HOMO energy (eV): -2.4
Multiplicity: 1



3.
DFT (ωB97M-V with the def2-TZVPD basis set) results for a cluster of 2 separate species, C5H15NO in total.

Each line ends with the natural charge from an NBO analysis.
Cartesian coordinates (Å):
1 H -1.1899 -2.5697 1.0306  0.2175
2 C 1.6779 0.5776 0.5914  -0.2216
3 O -1.8387 0.1467 -2.9132  -0.9171
4 H 0.2015 -1.2572 -0.5699  0.1687
5 H 0.6186 -1.7717 0.9982  0.1814
6 H 2.1459 -0.3658 0.7984  0.1894
7 H 0.8426 0.4002 -1.3418  0.2002
8 C -1.4385 -1.5065 0.6504  -0.6388
9 H -1.7748 0.8902 1.3825  0.1990
10 H -0.4779 2.0142 0.7118  0.2164
11 H -1.1079 0.6560 -3.3192  0.4623
12 H 2.1486 1.3521 1.1133  0.1966
13 N 0.3528 0.2334 1.1501  -0.4561
14 H -2.1900 -1.0338 1.2889  0.2170
15 C 0.0306 -1.0197 0.4682  -0.2322
16 C 1.8142 0.7186 -0.9628  -0.6476
17 H -1.2909 -0.2492 -2.2450  0.4572
18 H -2.0394 -1.5692 -0.2972  0.2044
19 C -0.7049 1.3401 1.5018  -0.4395
20 H 2.6804 0.0033 -1.3516  0.2034
21 H 2.2954 1.6035 -1.2575  0.2173
22 H -0.7555 1.4068 2.5727  0.2222

Results
ΔE to the lowest compared entry with this formula, charge and spin (kJ/mol): 361.8
E (Ha): -329.3698
Total charge: 0
Structure (SMILES): CCN(C)CC.O
HOMO energy (eV): -8.1
Multiplicity: 1



4.
DFT (ωB97M-V with the def2-TZVPD basis set) results for a cluster of 11 separate species, C28H66O17S8 in total.

Each line ends with the Löwdin charge.
Cartesian coordinates (Å):
1 C 2.2838 2.0431 -3.9420  -0.2352
2 H -4.1974 -4.4417 -5.1864  0.0442
3 H 4.6512 0.0222 -0.0922  0.0468
4 C -2.3651 -3.3700 0.6489  -0.2581
5 S -0.5720 -0.2880 -7.1283  0.8681
6 H -3.1213 0.7449 2.9730  0.0609
7 H 0.3308 2.8089 -1.8942  0.0305
8 O -0.6034 -0.7548 -2.6618  0.0647
9 C 1.3375 1.6421 0.6273  -0.0200
10 H 0.7244 -1.5158 1.1754  0.1050
11 H -2.9021 -2.3874 -2.1170  0.0286
12 H -5.8512 0.1132 5.8118  0.0459
13 H 3.3890 -4.8464 2.1420  0.1362
14 C -2.3158 1.6783 -3.8491  -0.2637
15 H -0.1064 4.4999 -2.3801  0.0543
16 H -0.4641 6.4114 1.1571  0.0599
17 S -1.5115 -4.0453 2.1211  0.8424
18 C 2.3476 -6.4526 0.6077  -0.0231
19 O 2.7490 0.0815 3.2792  0.1309
20 H 1.8997 -4.1075 2.6907  0.1281
21 O 7.3694 -0.9445 -0.1790  -0.5861
22 H -1.5789 1.1618 -4.4642  0.0128
23 C -5.0975 -4.1026 -4.6736  -0.2312
24 O 3.7665 -2.3787 -0.7325  0.1197
25 H -0.5034 -2.3675 -5.9894  0.0491
26 H -5.2359 -3.0964 -5.0691  0.0391
27 C 2.1758 0.7236 4.1400  -0.5728
28 O -5.9613 -2.9108 -2.2707  -0.5859
29 O 2.7987 1.5456 4.9869  0.0909
30 S -3.3770 2.8094 -4.9280  0.8537
31 H 0.0612 2.6298 5.0826  0.0992
32 C -3.4567 -2.6238 -3.0251  -0.2830
33 H -3.3328 -2.9007 3.0504  0.0283
34 O 1.1707 3.8969 3.1295  -0.5695
35 H -5.7138 0.9732 4.3368  0.0556
36 C -2.8940 -3.8649 3.3074  -0.2309
37 H 1.9007 -6.9175 -0.2711  0.0864
38 H 1.7401 1.8176 1.6249  0.0655
39 C 5.0168 -0.1345 0.9226  -0.2514
40 C 2.5436 -4.2380 1.8209  -0.0888
41 H -0.4418 -0.1749 1.4231  0.1340
42 H -1.7809 2.2866 -3.1197  0.0182
43 H -4.4070 0.5742 -5.0695  0.0260
44 H 1.9227 4.0234 5.5352  0.0486
45 H 0.2979 6.7905 3.6423  0.0449
46 H -3.5298 0.8838 -6.5692  0.0309
47 H -5.9846 -4.6904 -4.9094  0.0479
48 H -0.1114 1.2989 6.1239  0.1285
49 O -0.4048 -3.0814 2.4669  -0.5556
50 H -2.3951 -0.8608 3.5578  0.0335
51 O 2.9368 -3.0621 1.1734  0.0738
52 H -5.0631 1.6373 -6.2743  0.0344
53 H -1.2937 6.2844 4.1725  0.0443
54 H 2.2477 -0.2315 0.1456  0.1356
55 H 1.6404 -1.2334 -6.5676  0.0475
56 H -5.4745 -0.7094 4.3482  0.0508
57 C -1.2097 -1.5390 -5.9375  -0.2683
58 O -2.5192 3.4877 -5.9653  -0.5605
59 H 1.5697 1.2319 -3.8001  0.0259
60 H 1.1094 -0.1705 -5.3717  0.0266
61 S 1.2883 3.5858 -4.0103  0.8430
62 C -0.0477 -0.6065 -1.5277  -0.4544
63 H 2.7535 1.8750 -4.9111  0.0422
64 H -2.2292 -1.8179 -6.2039  0.0392
65 H 6.5804 2.3762 1.1637  0.0453
66 H -1.7382 0.6579 4.1281  0.0017
67 C 1.2784 0.2661 0.1124  -0.3399
68 H 1.7245 0.5595 -6.8801  0.0537
69 H 3.0424 2.0038 -3.1603  0.0493
70 S 6.8922 -0.0667 0.9987  0.8495
71 C 1.9516 1.9233 6.0570  -0.2658
72 S -0.2033 4.5540 2.9009  0.8683
73 H 0.1002 5.8107 5.1159  0.0490
74 O 0.8762 0.8265 4.2959  0.0744
75 S -3.5003 0.2849 5.4262  0.8309
76 H 0.8222 -4.9048 0.6229  0.1259
77 H 3.4148 -6.6508 0.5075  0.0913
78 H 3.2929 3.6312 6.5066  0.0855
79 H -3.5449 -4.7045 3.0635  0.0552
80 C -4.1321 1.3469 -5.7875  -0.2660
81 O 2.5825 -4.4565 -0.4532  0.0716
82 O 0.1553 3.1616 -4.8901  -0.5410
83 H 4.5916 0.5951 1.6116  0.0352
84 C -0.2535 5.9674 4.0968  -0.2427
85 H -2.4582 -3.8120 4.3051  0.0613
86 H -3.8262 -1.6621 -3.3810  0.0499
87 S -4.8148 -3.7925 -2.8282  0.8349
88 C 0.1926 -0.6904 0.7021  -0.0597
89 O -0.3570 -1.2926 -0.4459  0.0629
90 C 3.1456 -3.2288 -0.0924  -0.4981
91 H 0.1377 4.8563 0.6183  0.0202
92 C 0.6759 3.7420 -2.3397  -0.2917
93 H 1.2016 5.9978 1.4892  0.0652
94 H 8.0543 1.9558 0.3137  0.0453
95 O 0.9152 0.2875 -1.2052  0.0768
96 H -2.7958 -2.3781 0.7856  0.0635
97 H -2.7333 -2.8659 -3.8037  0.0394
98 C 1.1516 -0.2655 -6.4567  -0.2438
99 H 6.3868 1.7506 -0.4383  0.0447
100 H 0.3432 2.0886 0.6376  0.0930
101 O -1.1236 1.0985 -6.8126  -0.5615
102 O -3.0984 -0.9945 6.1848  -0.5655
103 H 2.1330 2.1549 0.0867  0.0977
104 C -5.2315 0.1873 4.9182  -0.2889
105 H 2.0740 -6.8417 1.5884  0.0878
106 H 4.7804 -1.1558 1.2212  0.0287
107 H -3.1612 -4.0391 0.3224  0.0527
108 H 1.4567 4.1462 -1.6955  0.0425
109 C 1.9091 -4.9820 0.6531  -0.3381
110 H -1.2102 -1.2017 -4.9010  0.0151
111 H -2.8860 0.9015 -3.3396  0.0314
112 C 0.1945 5.5856 1.4264  -0.2475
113 C 0.5662 1.7092 5.3752  -0.1017
114 H 1.9259 1.2122 6.8828  0.1515
115 C 2.2293 3.4224 6.3913  -0.0034
116 C -2.6501 0.1765 3.7749  -0.2201
117 C 7.0110 1.6720 0.4518  -0.2808
118 H 1.6361 3.7733 7.2358  0.0836
119 H -1.6758 -3.3936 -0.1952  0.0375

Results
ΔE to the lowest compared entry with this formula, charge and spin (kJ/mol): 323.4
E (Ha): -5570.6934
Total charge: 0
HOMO energy (eV): -7.8
Multiplicity: 1